# 1
# C24H60ClFO16P4Zn

C24H60ClFO16P4Zn as an isolated structure (the ωB97M-V functional and the def2-TZVPD basis, the Open Molecules 2025 dataset).

Each line ends with the Löwdin charge.
Positions of all 107 atoms, in Å:
Zn (0.34, -0.16, 0.04)  0.424
F (1.24, -1.79, -0.57)  -0.514
Cl (-0.99, 2.06, 1.12)  -0.256
C (1.96, -0.50, -4.43)  -0.073
C (1.44, 0.85, -4.08)  -0.234
O (-0.02, 0.72, -4.14)  -0.180
P (-0.91, 1.22, -2.96)  0.463
O (-0.26, 0.59, -1.83)  -0.234
O (-0.86, 2.83, -3.28)  -0.186
C (-0.61, 3.84, -2.29)  -0.264
C (-1.29, 5.14, -2.75)  -0.049
O (-2.37, 0.61, -3.29)  -0.179
C (-2.96, 1.36, -4.40)  -0.241
C (-3.95, 0.44, -5.17)  -0.038
H (2.08, -1.01, -3.47)  0.069
H (1.25, -1.25, -4.77)  0.082
H (2.91, -0.54, -4.96)  0.083
H (1.89, 1.02, -3.11)  0.099
H (1.76, 1.70, -4.67)  0.124
H (-1.03, 3.48, -1.36)  0.052
H (0.41, 3.83, -1.90)  0.112
H (-2.30, 5.05, -3.15)  0.074
H (-1.17, 5.89, -1.96)  0.077
H (-0.62, 5.42, -3.56)  0.069
H (-3.36, 2.30, -4.02)  0.118
H (-2.16, 1.61, -5.10)  0.103
H (-4.10, 1.13, -6.00)  0.079
H (-3.47, -0.50, -5.43)  0.080
H (-4.83, 0.26, -4.55)  0.067
C (-5.16, -3.86, -0.60)  -0.074
C (-4.40, -3.76, 0.74)  -0.205
O (-3.02, -3.28, 0.54)  -0.191
P (-2.63, -1.86, -0.16)  0.553
O (-1.28, -1.30, 0.16)  -0.258
O (-2.85, -2.17, -1.71)  -0.176
C (-1.77, -2.34, -2.59)  -0.310
C (-1.32, -3.71, -2.58)  -0.071
O (-3.82, -0.91, 0.39)  -0.169
C (-4.10, 0.38, -0.22)  -0.247
C (-5.07, 0.08, -1.29)  -0.107
H (-5.11, -2.90, -1.10)  0.041
H (-4.62, -4.50, -1.30)  0.073
H (-6.20, -4.18, -0.62)  0.082
H (-4.91, -2.99, 1.32)  0.110
H (-4.49, -4.77, 1.15)  0.116
H (-2.26, -2.18, -3.55)  0.121
H (-1.00, -1.58, -2.44)  0.097
H (-2.17, -4.39, -2.55)  0.085
H (-0.63, -4.03, -3.36)  0.092
H (-0.74, -3.90, -1.68)  0.086
H (-4.66, 1.11, 0.38)  0.125
H (-3.26, 0.91, -0.66)  0.086
H (-4.55, -0.35, -2.14)  0.049
H (-5.83, -0.68, -1.12)  0.081
H (-5.57, 0.99, -1.63)  0.087
C (3.46, 2.28, 4.06)  -0.019
C (3.19, 1.61, 2.67)  -0.273
O (3.77, 2.23, 1.54)  -0.204
P (3.09, 2.05, 0.03)  0.547
O (1.92, 1.17, -0.13)  -0.251
O (4.35, 1.65, -0.86)  -0.168
C (4.49, 0.32, -1.22)  -0.248
C (5.35, -0.46, -0.16)  -0.038
O (2.66, 3.55, -0.39)  -0.142
C (2.99, 4.57, 0.54)  -0.268
C (2.78, 6.08, 0.14)  -0.067
H (4.42, 1.85, 4.35)  0.072
H (3.40, 3.34, 3.81)  0.073
H (2.79, 2.01, 4.87)  0.063
H (3.42, 0.54, 2.58)  0.095
H (2.12, 1.64, 2.45)  0.083
H (3.50, -0.03, -1.51)  0.096
H (5.09, 0.37, -2.13)  0.119
H (6.15, 0.11, 0.31)  0.077
H (4.89, -0.93, 0.71)  0.053
H (5.94, -1.24, -0.64)  0.069
H (2.34, 4.70, 1.40)  0.111
H (4.01, 4.45, 0.91)  0.115
H (3.45, 6.28, -0.70)  0.061
H (1.87, 6.43, -0.35)  0.066
H (3.05, 6.73, 0.96)  0.078
C (-1.60, -3.86, 3.72)  -0.052
C (-0.93, -2.82, 2.88)  -0.315
O (0.23, -2.43, 3.55)  -0.182
P (1.18, -1.13, 3.21)  0.597
O (0.96, -0.55, 1.88)  -0.250
O (2.68, -1.70, 3.53)  -0.194
C (3.15, -2.78, 2.71)  -0.252
C (4.40, -3.31, 3.47)  -0.053
O (1.11, -0.01, 4.42)  -0.163
C (-0.14, 0.52, 4.76)  -0.331
C (-0.83, -0.06, 5.90)  -0.088
H (-2.42, -4.25, 3.12)  0.071
H (-0.82, -4.59, 3.94)  0.085
H (-1.92, -3.47, 4.69)  0.076
H (-0.48, -3.32, 2.02)  0.125
H (-1.59, -2.03, 2.53)  0.110
H (2.37, -3.54, 2.65)  0.109
H (3.29, -2.51, 1.67)  0.108
H (4.19, -3.36, 4.53)  0.076
H (4.60, -4.32, 3.10)  0.074
H (5.27, -2.66, 3.37)  0.070
H (0.03, 1.53, 5.14)  0.125
H (-0.79, 0.62, 3.89)  0.098
H (-1.79, 0.41, 6.09)  0.093
H (-0.98, -1.14, 5.81)  0.069
H (-0.23, 0.03, 6.81)  0.085

## Properties
* gap between HOMO and LUMO: 0.310 Ha
* LUMO level: 0.025 Eh
* 2S+1: 1

---

# 2
# C40H55MoN9O2SbSe2

C40H55MoN9O2SbSe2 as an isolated structure (the ωB97M-V functional and the def2-TZVPD basis, the Open Molecules 2025 dataset).

Each line ends with the Löwdin spin population.
Positions of all 110 atoms, in Å:
Mo (1.22, 1.43, 0.23)  0.844
O (2.90, -0.41, -3.08)  0.016
C (2.15, -0.04, -2.23)  0.006
N (2.41, 0.24, -0.89)  0.022
C (3.50, -0.38, -0.27)  0.005
O (4.54, -0.71, -0.76)  0.018
C (3.15, -0.65, 1.17)  0.004
C (3.91, -1.48, 1.95)  0.001
C (3.49, -1.76, 3.24)  0.005
C (2.30, -1.19, 3.68)  -0.001
C (1.60, -0.36, 2.83)  0.006
N (2.00, -0.08, 1.59)  -0.001
C (0.67, 0.12, -2.42)  0.010
C (0.07, -0.21, -3.62)  -0.001
C (-1.31, -0.16, -3.72)  0.008
C (-2.03, 0.19, -2.58)  0.003
C (-1.35, 0.50, -1.42)  0.022
N (-0.01, 0.51, -1.32)  0.006
H (4.83, -1.89, 1.54)  0.000
H (4.06, -2.41, 3.89)  0.000
H (1.93, -1.38, 4.68)  0.000
H (0.69, 0.12, 3.18)  0.000
H (0.71, -0.51, -4.45)  0.000
H (-1.81, -0.38, -4.65)  0.000
H (-3.11, 0.24, -2.60)  0.000
H (-1.91, 0.77, -0.53)  0.003
Se (3.46, 2.57, 3.08)  0.001
Se (2.12, 4.44, 3.17)  0.001
C (0.48, 3.53, 2.73)  0.012
C (-0.73, 3.84, 3.36)  -0.002
C (-1.84, 3.06, 3.11)  0.014
C (-1.76, 1.98, 2.21)  -0.004
C (-0.55, 1.80, 1.59)  0.013
N (0.53, 2.54, 1.85)  0.008
C (4.10, 2.64, 1.26)  0.000
C (5.45, 2.93, 1.12)  0.000
C (6.00, 3.02, -0.15)  0.000
C (5.15, 2.88, -1.24)  0.001
C (3.82, 2.59, -1.01)  0.002
N (3.28, 2.42, 0.22)  0.004
H (-0.77, 4.66, 4.06)  0.000
H (-2.78, 3.25, 3.62)  0.001
H (-2.61, 1.34, 2.02)  0.000
H (-0.30, 0.84, 1.01)  0.003
H (6.06, 3.09, 2.00)  0.000
H (7.05, 3.23, -0.29)  0.000
H (5.50, 2.97, -2.25)  0.000
H (3.17, 2.47, -1.86)  0.001
C (-2.44, -5.05, 2.73)  0.024
C (-1.62, -3.80, 2.48)  0.056
C (-0.15, -4.04, 2.78)  0.004
C (-2.16, -2.60, 3.24)  0.012
Sb (-1.77, -3.22, 0.28)  0.573
C (-3.99, -3.25, -0.45)  0.069
C (-4.71, -4.34, 0.32)  0.025
C (-4.51, -1.87, -0.13)  0.010
C (-3.93, -3.52, -1.94)  0.008
C (-0.24, -4.37, -0.99)  0.072
C (1.13, -3.98, -0.46)  0.006
C (-0.57, -5.83, -0.79)  0.035
C (-0.43, -3.90, -2.42)  0.005
H (-2.24, -5.40, 3.75)  0.007
H (-2.18, -5.87, 2.06)  0.002
H (-3.51, -4.87, 2.67)  0.000
H (-0.04, -4.17, 3.86)  0.000
H (0.48, -3.20, 2.48)  0.002
H (0.22, -4.95, 2.31)  0.000
H (-2.09, -2.80, 4.32)  0.000
H (-3.20, -2.40, 3.01)  0.000
H (-1.57, -1.70, 3.04)  0.007
H (-4.87, -4.06, 1.36)  0.000
H (-4.21, -5.30, 0.26)  0.003
H (-5.70, -4.47, -0.14)  0.008
H (-4.46, -1.64, 0.94)  0.001
H (-5.57, -1.82, -0.41)  0.000
H (-3.98, -1.09, -0.69)  0.004
H (-3.56, -4.53, -2.15)  0.001
H (-3.31, -2.79, -2.47)  0.001
H (-4.94, -3.46, -2.34)  0.002
H (1.32, -4.38, 0.53)  0.000
H (1.28, -2.90, -0.45)  0.005
H (1.89, -4.41, -1.13)  0.000
H (-0.47, -6.14, 0.25)  0.002
H (0.14, -6.44, -1.37)  0.011
H (-1.57, -6.08, -1.15)  0.002
H (-0.28, -2.82, -2.51)  0.003
H (-1.40, -4.17, -2.82)  0.000
H (0.33, -4.39, -3.05)  0.000
C (-0.95, 3.81, -0.65)  0.000
N (-1.41, 4.99, -1.32)  0.000
C (-1.33, 4.80, -2.77)  0.000
N (0.05, 4.51, -3.17)  0.002
C (0.49, 3.32, -2.51)  0.003
N (0.46, 3.43, -1.00)  0.001
C (1.30, 4.64, -0.66)  0.001
N (0.84, 5.84, -1.32)  0.000
C (-0.55, 6.12, -0.95)  0.000
C (0.90, 5.64, -2.78)  0.000
H (-1.61, 2.98, -0.92)  0.000
H (-1.01, 3.99, 0.42)  0.000
H (-1.67, 5.70, -3.28)  0.000
H (-1.97, 3.97, -3.06)  0.000
H (1.52, 3.10, -2.82)  0.000
H (-0.16, 2.50, -2.81)  0.000
H (2.32, 4.46, -0.97)  0.000
H (1.26, 4.80, 0.42)  0.000
H (-0.89, 7.02, -1.45)  0.000
H (-0.61, 6.27, 0.13)  0.000
H (1.93, 5.44, -3.07)  0.000
H (0.56, 6.54, -3.28)  0.000

## Properties
* <S²>: 2.008
* total charge: +3
* gap between HOMO and LUMO (alpha / beta): 0.268 / 0.204 Ha
* LUMO level (alpha / beta): -0.300 / -0.362 Eh
* 2S+1: 3

---

# 3
# C6H8LiO6Tl

C6H8LiO6Tl as an isolated structure (the ωB97M-V functional and the def2-TZVPD basis, the Open Molecules 2025 dataset).

Each line ends with the Löwdin spin population.
Positions of all 22 atoms, in Å:
O (-0.19, 0.82, 1.25)  0.037
O (-2.09, 1.09, -1.13)  0.230
C (0.77, 1.57, 0.54)  0.005
C (0.26, 2.31, -0.68)  0.020
O (-0.03, 1.48, -1.81)  0.071
C (-1.26, 0.93, -2.06)  0.409
H (1.59, 0.89, 0.24)  0.000
H (1.26, 2.34, 1.17)  0.002
H (1.04, 3.00, -1.02)  0.002
H (-0.63, 2.91, -0.42)  -0.001
O (-0.96, -1.78, 0.77)  0.011
C (-0.62, -2.24, -0.55)  0.001
C (0.83, -1.79, -0.70)  0.001
O (1.24, -1.58, 0.66)  0.000
C (0.17, -1.43, 1.43)  0.002
H (-0.75, -3.33, -0.58)  0.000
H (-1.29, -1.76, -1.27)  0.002
H (0.92, -0.85, -1.25)  0.001
H (1.48, -2.55, -1.14)  0.000
O (0.23, -1.40, 2.66)  0.002
Li (0.16, 0.46, 3.08)  0.007
Tl (-2.13, 0.89, 0.82)  0.198

## Properties
* <S²>: 0.761
* total charge: +1
* gap between HOMO and LUMO (alpha / beta): 0.336 / 0.199 Ha
* LUMO level (alpha / beta): -0.127 / -0.247 Eh
* 2S+1: 2

---

# 4
# C13H15NO2S

One molecule with the formula C13H15NO2S (the ωB97M-V functional and the def2-TZVPD basis, the Open Molecules 2025 dataset).

Each line ends with the natural charge from an NBO analysis.
Positions of all 32 atoms, in Å:
C (1.28, 4.44, -0.05)  -0.613
C (2.57, 3.64, -0.24)  -0.398
C (2.62, 2.88, -1.56)  -0.381
C (1.51, 1.83, -1.69)  -0.512
C (1.60, 0.82, -0.58)  0.808
O (2.53, 0.08, -0.38)  -0.594
O (0.51, 0.87, 0.20)  -0.512
C (0.43, -0.05, 1.28)  -0.141
C (-0.52, -1.15, 0.97)  0.096
N (-1.05, -1.93, 1.83)  -0.448
C (-1.86, -2.86, 1.26)  0.178
C (-2.58, -3.85, 1.94)  -0.223
C (-3.37, -4.71, 1.21)  -0.213
C (-3.45, -4.61, -0.18)  -0.212
C (-2.76, -3.64, -0.87)  -0.203
C (-1.96, -2.77, -0.14)  -0.248
S (-0.97, -1.46, -0.71)  0.364
H (-2.82, -3.56, -1.94)  0.219
H (-4.08, -5.30, -0.72)  0.216
H (-3.92, -5.48, 1.72)  0.216
H (-2.50, -3.91, 3.01)  0.226
H (0.09, 0.49, 2.16)  0.222
H (1.43, -0.47, 1.47)  0.243
H (0.52, 2.29, -1.68)  0.226
H (1.63, 1.29, -2.64)  0.241
H (2.54, 3.58, -2.40)  0.205
H (3.58, 2.37, -1.64)  0.219
H (2.70, 2.95, 0.59)  0.196
H (3.42, 4.33, -0.22)  0.207
H (1.10, 5.08, -0.91)  0.200
H (1.35, 5.06, 0.84)  0.213
H (0.43, 3.77, 0.07)  0.205

## Properties
* gap between HOMO and LUMO: 0.352 Ha
* SMILES: CCCCC(=O)OCc1nc2ccccc2s1
* LUMO level: 0.025 Eh
* 2S+1: 1